The following is a DFT calculation (ωB97M-V/def2-TZVPD) of C26H58B2MgO13S4 as an isolated structure at a distorted geometry.

XYZ file:
```
104
Properties=species:S:1:pos:R:3:forces:R:3:lowdin_charge:R:1
S 1.36538 -0.34686 8.71371 -1.792 -0.336 -1.562 0.743
S -1.11303 -6.21647 0.83986 -2.336 0.841 -1.584 0.681
S -1.08467 7.00561 2.61444 2.005 -0.168 2.207 0.709
S 7.31760 -1.42300 -5.97903 -0.183 1.164 -0.816 0.759
Mg -1.12548 0.16936 2.46008 -1.261 0.554 -1.490 1.416
O -0.87602 7.58565 3.97070 -0.972 -0.421 -2.517 -0.354
O -9.22466 -3.59434 -1.79983 0.771 2.789 -0.622 0.126
O -2.85555 6.27333 -6.27621 0.103 0.821 -0.088 0.070
O -0.91049 5.55935 2.54048 -0.732 0.904 -0.378 -0.358
O -1.30946 -4.82215 1.24649 0.569 -1.225 -0.393 -0.358
O 0.21158 -1.01378 9.35937 2.101 0.971 -0.874 -0.354
O 8.31303 -4.22348 4.00988 -0.583 -0.539 -0.295 0.054
O 8.11268 -1.34164 -4.73230 -1.087 -0.912 -1.958 -0.366
O -7.65907 -2.24340 -2.67446 2.090 0.755 -0.678 0.113
O 1.31346 -0.08775 7.25613 -0.123 -0.079 1.818 -0.388
O 7.71646 -2.20960 -7.18796 -0.601 1.296 2.708 -0.364
O -9.73995 -1.72850 -2.97119 -2.324 -1.099 1.633 0.101
O -0.37341 -7.12498 1.65744 0.578 -0.175 0.316 -0.322
C 3.24687 1.09178 9.76036 0.641 -0.376 0.160 -0.241
C 5.47012 0.56359 -6.48969 -0.282 1.069 -0.613 -0.243
C -2.68176 5.13177 -5.95225 0.625 -0.251 -0.141 -0.503
C 9.12169 -6.02974 2.73885 -0.354 -0.848 -0.660 -0.028
C -2.76539 -7.42822 -1.06021 -0.378 0.588 0.757 -0.187
C 8.08615 -4.99024 3.08661 2.350 1.341 0.910 -0.510
C -1.25975 4.52215 -5.90333 -0.816 0.863 -0.116 -0.016
C -2.76198 -6.92695 0.44692 -0.489 -0.078 -0.469 -0.204
C -1.81863 -6.45897 -1.83184 -0.271 -0.280 1.119 -0.207
C 4.77162 -0.77280 -6.65813 1.011 -0.294 0.523 -0.216
C -0.81215 8.79828 0.65708 0.474 0.745 0.210 -0.227
C 5.50728 -1.67203 -5.66021 0.677 -0.909 0.418 -0.224
C -7.67087 -1.11963 -3.55218 0.319 1.182 -1.052 -0.083
C 1.75047 1.23133 9.63536 0.373 -1.328 0.331 -0.203
C -9.13353 -0.90291 -3.87296 0.088 1.650 -0.751 -0.374
C -2.60401 7.62915 1.79971 0.431 0.063 0.409 -0.210
C 2.95668 -1.25580 8.99519 -0.589 1.098 -0.566 -0.209
C -2.17876 9.01834 1.32230 0.650 -0.179 0.820 -0.228
C 0.08428 7.80697 1.45354 -1.632 -0.368 -0.878 -0.200
C -9.60643 0.51715 -3.64877 0.478 0.450 -0.477 -0.016
C -8.89145 -2.55654 -2.36638 -1.846 -3.971 0.405 -0.558
C 3.60112 -0.38159 10.04432 0.291 -0.752 0.883 -0.242
C -3.85168 4.24027 -5.68418 -0.569 -0.462 0.988 -0.036
C 6.98112 0.34780 -6.48512 1.112 -0.475 0.383 -0.204
C 6.91586 -4.81845 2.20800 -1.206 0.038 0.323 -0.031
C -0.60013 -6.33898 -0.91804 0.675 0.156 0.027 -0.234
B 0.39275 0.68435 -0.73323 -1.344 0.844 1.177 -0.383
B -4.57498 0.62018 2.78666 2.137 -0.340 -1.356 -0.361
H 0.06763 -5.50523 -1.13500 0.000 -0.064 0.000 0.102
H -1.96890 9.67932 2.16323 -0.438 -0.084 0.314 0.113
H -4.24524 -0.37310 2.52409 0.769 -4.551 -1.024 -0.114
H -3.77158 -7.37625 -1.47614 -0.129 0.329 0.208 0.104
H -0.27776 9.74782 0.68707 -0.142 0.082 -0.667 0.109
H -0.61696 0.30779 -0.78745 -4.331 -1.588 -0.616 -0.104
H 0.34745 1.73962 -0.51279 -0.066 4.116 1.062 -0.089
H -4.76654 4.74142 -5.36800 0.172 0.663 -0.522 0.080
H 5.04406 1.10879 -5.64748 0.600 -0.267 0.573 0.117
H -3.67442 3.61113 -4.81188 0.417 -0.609 -0.350 0.080
H 7.11337 -4.67175 1.14614 0.252 -0.240 0.094 0.093
H -4.07939 3.66726 -6.58300 0.123 -0.291 0.133 0.089
H 1.49485 2.16355 9.13164 -0.483 -0.490 -0.184 0.111
H -2.78915 6.97859 0.94497 -0.054 -0.182 0.124 0.109
H -2.56094 -8.49601 -1.13843 0.780 0.120 0.059 0.107
H -4.05493 0.88708 3.69360 2.382 1.661 4.215 -0.087
H -2.31333 -5.49707 -1.96646 -0.047 0.040 0.131 0.115
H -0.58318 5.22551 -6.38875 -0.119 -0.149 -0.269 0.076
H 3.25474 -0.69065 11.03053 -0.224 0.304 0.207 0.117
H 2.71718 -2.31211 9.11742 0.052 0.224 0.630 0.108
H 6.33222 -3.98208 2.59265 0.066 0.044 -0.147 0.086
H 7.52402 0.49309 -7.41905 -0.542 -0.157 -0.359 0.097
H 1.29881 1.11730 10.62081 -0.385 0.104 -0.211 0.102
H -5.61722 0.71087 3.05075 -3.989 0.113 1.233 -0.036
H -1.53132 -6.79909 -2.82676 0.021 -0.208 0.142 0.113
H 0.95901 8.24278 1.93627 -0.355 -0.136 0.183 0.106
H -3.04295 -7.63511 1.22646 0.417 -0.442 -0.275 0.095
H -0.06815 -7.28781 -0.98743 0.295 0.096 0.204 0.102
H 0.90244 0.57854 -1.67836 2.111 -0.968 -3.503 -0.055
H -7.20736 -0.23409 -3.11734 -0.064 -0.209 0.592 0.132
H 5.34322 -2.74930 -5.63419 -0.198 0.018 -0.536 0.098
H 5.16826 1.21886 -7.30676 0.263 -0.037 -0.322 0.111
H -2.88653 9.54228 0.67991 -0.019 -0.352 -0.082 0.118
H -10.69311 0.60205 -3.65465 0.067 -0.194 0.616 0.092
H 4.97511 -1.06759 -7.68760 -0.526 -0.505 0.037 0.119
H 6.31425 -5.71372 2.36504 -0.224 -0.162 -0.427 0.090
H -9.40373 -1.21265 -4.88249 0.102 -0.274 -0.100 0.155
H -0.90401 4.47663 -4.87401 -0.222 -0.515 0.093 0.082
H 3.71737 -0.67322 -6.39978 0.028 -0.287 -0.336 0.120
H -9.07398 0.87945 -2.76936 -0.732 0.212 0.352 0.090
H -7.19785 -1.19928 -4.53096 0.713 -1.109 0.358 0.135
H 0.34929 7.02855 0.73804 0.405 -0.167 0.437 0.095
H 3.62844 1.41782 8.79279 0.649 -0.013 0.152 0.119
H 9.69572 -6.45692 3.56111 -0.362 0.299 0.228 0.084
H -0.99090 8.45438 -0.36169 0.406 0.043 -0.027 0.113
H 3.59804 -1.15350 8.11981 -0.613 0.007 -0.458 0.103
H -3.51718 -6.15112 0.57282 0.321 0.407 -0.205 0.095
H -9.31441 1.19522 -4.45066 0.349 -0.193 -0.269 0.085
H 9.85527 -5.63009 2.03867 -0.079 0.364 -0.047 0.089
H -4.37878 1.21113 1.90545 0.744 2.786 -3.277 -0.084
H -1.28251 3.55706 -6.40946 0.292 -0.080 0.289 0.078
H 7.56694 0.93941 -5.78162 -0.397 -0.003 0.297 0.092
H 8.62137 -6.82634 2.18821 0.134 -0.292 0.024 0.073
H 3.65479 1.67731 10.58429 -0.017 0.334 -0.295 0.120
H 4.67134 -0.58636 10.07297 0.090 0.337 -0.141 0.116
H -3.39626 7.54816 2.54393 -0.016 0.142 -0.139 0.107
H 0.90398 0.11321 0.02615 2.854 -2.642 3.591 -0.109
H 5.33647 -1.34914 -4.63324 0.116 0.301 0.016 0.103
```
Forces are in eV/Å.

HOMO-LUMO gap	4.69	eV
2S+1	1

The following is a DFT calculation (ωB97M-V/def2-TZVPD) of a 9-piece molecular cluster, C26H58N2O25S4 overall at a distorted geometry.

XYZ file:
```
115
Properties=species:S:1:pos:R:3:forces:R:3:lowdin_charge:R:1
S -26.02574 16.69530 -10.15173 -2.175 0.019 1.147 0.653
S -28.34799 22.45745 -18.73338 -0.299 -1.090 2.130 0.651
S -22.65533 27.44260 -15.85800 -3.444 -1.410 -1.812 0.748
S -21.26670 17.17006 -10.12296 5.233 1.324 -3.912 0.717
O -19.30450 22.78545 -12.52979 2.121 -0.925 1.559 0.132
O -18.43538 25.05441 -17.11988 0.348 0.086 0.799 0.077
O -25.03919 15.51573 -9.50133 -0.287 1.126 -1.474 -0.298
O -21.02742 23.74739 -13.41241 -2.324 -1.870 -2.867 0.096
O -23.31889 28.81123 -16.65172 1.685 -0.489 1.537 -0.282
O -22.40571 17.93889 -10.47359 -1.588 0.855 2.313 -0.274
O -24.78324 16.80623 -14.92048 0.191 -1.125 0.243 -0.145
O -26.96240 22.16122 -18.39866 -1.216 0.673 -0.249 -0.310
O -20.03460 17.59811 -9.39896 -3.568 -0.678 -0.338 -0.304
O -27.34665 16.11597 -10.15821 0.275 0.202 0.375 -0.305
O -19.99690 23.65999 -16.58108 2.584 0.904 2.547 0.114
O -22.80001 26.26765 -16.76985 0.500 2.787 2.052 -0.314
O -27.33550 26.09500 -14.42142 1.250 -1.253 -1.973 0.020
O -25.68751 19.74477 -14.63373 -1.775 13.208 0.983 0.034
O -25.75718 14.81524 -15.06989 1.124 -1.523 0.874 -0.020
O -27.08887 24.22435 -15.87448 0.656 2.088 1.437 0.137
O -29.30780 21.98761 -17.45110 1.109 5.720 -1.551 -0.270
O -20.67189 17.05232 -11.68949 -0.278 -4.062 2.221 -0.272
O -23.25941 27.32242 -14.51715 1.334 0.556 -2.228 -0.308
O -25.67510 24.65932 -14.17207 0.880 -0.680 0.680 0.007
O -26.47686 16.45623 -16.15511 -1.352 0.812 -1.862 -0.043
O -20.46742 21.58683 -13.84716 -1.088 -1.657 -2.323 0.203
O -25.84070 17.92474 -9.38621 0.367 -1.413 -1.043 -0.299
O -28.92371 21.84546 -19.87181 -0.221 -0.600 -1.250 -0.272
O -18.49462 24.35956 -14.95945 -1.242 -1.232 -0.481 0.114
N -25.65406 15.97059 -15.41108 0.075 2.416 0.997 -0.647
N -23.38606 21.73944 -16.67521 -1.253 -0.781 -1.935 -0.299
C -24.63303 20.95796 -16.23402 -2.303 1.829 -0.419 -0.089
C -17.57489 25.35668 -15.02944 0.634 3.254 -0.407 -0.171
C -17.38984 25.72548 -16.50392 2.425 1.700 0.184 -0.124
C -23.59362 22.14143 -18.12877 -1.911 -0.147 -1.184 -0.004
C -25.27610 15.25767 -8.09286 -1.381 -0.490 -1.292 -0.285
C -20.46328 18.17991 -12.40715 0.824 1.996 -2.798 -0.307
C -25.53771 16.80844 -11.84328 3.142 -1.742 1.537 -0.105
C -24.62560 28.76266 -17.38260 2.110 -0.300 0.212 -0.214
C -19.43220 23.99338 -11.93073 4.558 3.290 2.686 -0.166
C -24.45105 20.31478 -14.87666 2.578 -3.091 -1.033 -0.243
C -28.59757 24.21575 -18.97117 9.015 -3.372 1.028 -0.059
C -26.71062 24.94288 -14.97157 -1.355 -0.038 0.984 -0.489
C -24.65092 13.90884 -7.79303 3.574 1.182 0.548 -0.060
C -20.94806 27.88509 -15.70804 -3.290 4.887 -3.312 -0.083
C -20.55543 24.67812 -12.59282 2.761 3.848 0.109 -0.207
C -29.28857 20.65858 -17.13864 -0.359 -1.192 1.729 -0.261
C -26.40337 26.73165 -13.51100 -0.630 -3.570 0.768 -0.089
C -22.15878 20.87585 -16.62906 2.390 4.534 -0.789 0.032
C -25.38142 30.03770 -17.56281 3.345 1.691 1.556 -0.044
C -19.00712 24.28931 -16.17372 -5.524 -2.679 -4.073 -0.508
C -21.66024 15.52034 -9.64947 -1.900 2.441 -2.674 -0.075
C -20.24961 22.63254 -13.38228 -1.678 -0.175 0.584 -0.611
C -25.59727 25.47132 -12.95462 -0.054 0.061 0.307 -0.053
C -29.45580 20.53215 -15.58050 3.648 0.900 -1.513 -0.023
C -23.27459 22.91909 -15.88973 8.475 0.256 -2.946 -0.031
C -20.46687 17.82346 -13.92053 2.646 1.197 3.354 -0.028
H -24.96510 16.13512 -7.60189 1.464 0.639 1.195 0.096
H -30.22128 20.90334 -15.06347 -3.797 3.287 0.852 0.014
H -18.47857 24.58941 -12.22000 -1.160 -0.906 0.714 0.143
H -22.37468 20.08584 -17.20538 -0.789 -3.353 -1.714 0.060
H -24.33710 28.30660 -18.27168 0.241 -0.490 -1.988 0.098
H -22.33428 23.68121 -16.03418 -1.690 -2.530 -0.570 0.165
H -20.10361 16.87551 -13.92252 1.889 -2.797 -0.491 0.052
H -25.92008 17.55595 -12.48371 -0.922 0.792 -0.079 0.064
H -20.82343 28.97292 -15.58703 -0.536 -0.259 -0.047 0.107
H -24.00286 20.92457 -14.01632 -0.838 -0.598 -1.307 0.149
H -16.78047 25.19795 -14.39709 2.444 -1.199 0.693 0.119
H -19.98255 18.45887 -14.59990 1.161 1.098 -0.406 0.066
H -29.68961 19.62727 -15.15196 0.813 -3.373 -0.025 0.049
H -16.40381 25.27604 -16.82812 -0.939 1.184 -0.324 0.151
H -24.48167 16.98831 -11.64197 0.430 0.603 -0.673 0.044
H -20.59852 27.50014 -14.91596 2.057 -3.189 6.322 -0.024
H -25.87567 27.52077 -13.94006 1.339 0.845 -1.029 0.089
H -28.55600 20.98188 -15.02055 -0.990 -0.917 -1.239 0.114
H -30.00062 20.29998 -17.89851 0.238 -1.484 1.035 0.134
H -21.80300 15.81616 -8.70711 -0.805 0.382 4.464 0.016
H -25.10302 28.01632 -16.86573 -2.090 -1.467 1.240 0.079
H -28.35067 24.71374 -18.10384 0.522 1.104 2.024 0.026
H -20.30639 27.62324 -16.45178 1.007 -1.074 -2.855 0.045
H -23.79113 21.33552 -18.84285 0.100 -0.648 0.912 0.117
H -29.44182 24.43887 -19.30733 -7.161 1.573 -3.165 -0.018
H -25.64016 30.41793 -16.59956 -1.657 -0.157 0.592 0.075
H -24.74462 30.91727 -17.80297 0.442 -0.844 -0.505 0.097
H -22.80657 22.65069 -18.57205 2.420 0.771 0.103 0.071
H -24.89802 13.06193 -8.45829 -0.360 0.682 0.487 0.087
H -23.72508 19.38819 -15.13617 -1.086 1.952 1.205 0.160
H -21.47537 21.54076 -17.32712 -0.530 -1.539 1.939 0.140
H -26.02714 24.89285 -11.98541 0.397 1.363 -2.603 0.172
H -25.47957 15.81348 -12.29002 -0.760 0.071 -0.027 0.084
H -27.07322 27.10725 -12.82575 -1.036 1.056 2.016 0.096
H -17.89060 26.28808 -14.64184 -1.545 0.890 1.136 0.108
H -24.73720 13.70188 -6.70325 -0.194 -0.221 -0.833 0.081
H -26.02992 30.00007 -18.37643 -1.757 -0.351 -0.730 0.068
H -23.45778 14.10205 -7.94475 -2.660 -0.740 0.339 0.106
H -21.22146 25.22078 -11.98541 -1.540 -0.206 0.921 0.125
H -19.39539 18.48856 -12.30226 -1.026 0.832 0.895 0.134
H -21.68370 20.63178 -15.66420 -0.738 0.556 -0.327 0.100
H -23.96955 23.51691 -16.01088 -7.294 5.195 -1.446 0.007
H -27.69219 24.33590 -19.69680 -1.877 0.196 0.935 0.128
H -24.39526 22.85349 -18.43166 -0.240 -0.564 1.716 0.115
H -25.61793 18.93292 -14.63748 1.057 -13.405 -0.201 -0.090
H -24.90593 20.19825 -17.08348 0.562 1.384 1.869 0.184
H -19.37143 24.01010 -10.81234 -0.576 -0.729 -0.870 0.154
H -25.55647 21.73568 -16.06632 2.296 -1.665 -1.044 0.181
H -28.26530 20.39797 -17.24855 0.750 -1.485 -0.688 0.090
H -20.81259 14.96627 -9.67451 2.202 -2.086 -0.622 0.055
H -21.35295 17.67805 -14.26645 -6.126 -0.545 -1.974 0.005
H -21.32507 18.84588 -12.26217 0.962 0.686 0.415 0.115
H -24.50120 25.62109 -12.71246 -1.342 0.128 -0.671 0.118
H -22.64359 15.27133 -10.03116 0.302 -0.574 -0.518 0.079
H -17.54200 26.91562 -16.61924 0.894 -2.872 -0.147 0.178
H -26.34029 15.33391 -7.88414 -0.469 -0.750 -0.324 0.110
H -19.99658 25.53518 -13.09437 -1.207 -0.719 -0.479 0.129
H -23.17767 22.73742 -14.95332 0.388 -1.789 6.165 0.033
```
Forces are in eV/Å.

HOMO-LUMO gap	5.91	eV
2S+1	1

Calculated values (eV) of energy above the lowest of the compared OMol25 structures with the same formula, charge and spin for the records, taken in order: 14.4052; 1.7442.
Calculated values (eV) of LUMO level for the records, taken in order: -4.8; -0.8.